# 1
This record from the OMol25 dataset describes a molecular structure, C16H24F3O13V in a non-equilibrium geometry. The level of theory is ωB97M-V with the def2-TZVPD basis set.

Output
net charge: 0
HOMO-LUMO gap: 8.97 eV
total energy: -2845.80379 Eh
lowest unoccupied orbital energy: 0.04 eV
maximum force: 7.2 eV/Å
relative energy (zero: lowest compared OMol25 entry of this formula, charge and spin): 267.68 kJ/mol

```
57
C16H24F3O13V, DFT ωB97M-V with the def2-TZVPD basis set
O 0.9335 -1.6852 0.1617
V 1.6326 -0.8332 1.3617
O 1.9964 -1.7076 2.5925
C 1.8784 2.1109 1.2469
O 1.3707 1.1837 0.2124
O 2.3054 1.1561 2.2422
C 2.8213 3.1723 0.5788
F 3.6856 3.7362 1.4440
F 3.4565 2.5859 -0.4390
F 2.0378 4.1974 0.1702
C 0.3289 1.6113 -0.6165
C 0.3077 0.6625 -1.7519
H 1.2897 0.5112 -2.2001
H -0.1029 -0.3108 -1.4834
H -0.3484 1.0051 -2.5521
H 0.4727 2.5762 -1.1028
H -0.5937 1.6318 -0.0366
H 1.0744 2.6803 1.7132
C -1.6358 -2.5551 -1.7197
C -2.4847 -1.4842 -1.0346
C -3.6326 -0.9524 -1.9217
O -4.7788 -1.0055 -1.0738
C -4.5838 -1.8524 -0.1807
O -5.4841 -2.2659 0.5748
O -3.2962 -2.0481 0.0099
H -2.2029 -3.3800 -2.1510
H -0.9320 -2.9214 -0.9723
H -1.1137 -2.1048 -2.5639
H -1.9391 -0.6747 -0.5497
H -3.7835 -1.5710 -2.8063
H -3.4312 0.0737 -2.2296
C -3.9935 -0.3794 4.8486
C -3.6152 -0.0403 3.4231
C -3.2425 1.4299 3.1335
O -2.0689 1.3171 2.4990
C -1.6388 0.0458 2.4962
O -0.5851 -0.3558 2.0754
O -2.5301 -0.7468 3.0537
H -3.0788 -0.3274 5.4392
H -4.2101 -1.4423 4.9553
H -4.6907 0.2961 5.3443
H -4.4496 -0.2658 2.7590
H -3.1857 2.0335 4.0393
H -3.9631 1.8457 2.4293
C 3.4487 0.3268 -3.6579
C 4.1573 -0.7541 -2.8506
C 5.4952 -0.2657 -2.2237
O 5.4154 -0.7117 -0.8800
C 4.1747 -1.1835 -0.6578
O 3.6490 -1.3510 0.4592
O 3.4772 -1.1384 -1.7049
H 4.0040 0.5916 -4.5577
H 3.3973 1.2296 -3.0493
H 2.4673 -0.0594 -3.9331
H 4.3688 -1.6335 -3.4589
H 5.6274 0.8162 -2.2350
H 6.3218 -0.8192 -2.6692
```

Atomic partial charges in e from the Mulliken method, atoms 1 to 6:
1. O -0.490
2. V 1.200
3. O -0.544
4. C 0.411
5. O -0.044
6. O -0.881

# 2
This record from the OMol25 dataset describes a single C16H24N2O4S molecule in a non-equilibrium geometry. The level of theory is ωB97M-V with the def2-TZVPD basis set.

Output
net charge: 0
HOMO-LUMO gap: 9.38 eV
total energy: -1432.75345 Eh
lowest unoccupied orbital energy: 0.66 eV
maximum force: 1.1 eV/Å
SMILES: CCS(=O)(=O)N1CCC(C(=O)NCc2ccccc2OC)CC1
relative energy (zero: lowest compared OMol25 entry of this formula, charge and spin): 41.00 kJ/mol

```
47
C16H24N2O4S, DFT ωB97M-V with the def2-TZVPD basis set
C 1.0856 2.5268 4.8808
C 2.4868 2.0376 4.6029
S 2.7015 1.8894 2.8043
O 4.0251 1.3835 2.5536
O 2.3409 3.1391 2.1973
N 1.5166 0.7592 2.4407
C 0.6929 1.0596 1.2905
C 1.4247 0.7546 -0.0156
C 1.8656 -0.7176 -0.0507
C 0.6298 -1.6072 -0.1807
O 0.0991 -2.1879 0.7448
N 0.1702 -1.6909 -1.4482
C -1.0930 -2.3228 -1.7808
C -2.1439 -1.2811 -2.0675
C -2.6992 -0.5591 -1.0241
C -3.6347 0.4335 -1.2595
C -4.0220 0.7036 -2.5583
C -3.4773 -0.0034 -3.6173
C -2.5290 -0.9931 -3.3847
O -1.9242 -1.7256 -4.3670
C -2.3334 -1.5359 -5.6993
C 2.6872 -1.0386 1.2016
C 1.9573 -0.6200 2.4787
H 0.3635 1.7979 4.5221
H 0.9302 2.6884 5.9454
H 0.9231 3.4625 4.3519
H 3.2473 2.7381 4.9376
H 2.6835 1.0550 5.0197
H 0.4422 2.1190 1.3443
H -0.2204 0.4624 1.3691
H 0.7757 0.9869 -0.8631
H 2.3086 1.3949 -0.0646
H 2.4928 -0.8814 -0.9347
H 0.6025 -1.1405 -2.1730
H -1.3748 -2.9184 -0.9091
H -0.9557 -2.9717 -2.6477
H -2.3891 -0.7895 -0.0156
H -4.0593 0.9873 -0.4366
H -4.7544 1.4713 -2.7590
H -3.7954 0.2297 -4.6211
H -1.7537 -2.2457 -6.2876
H -3.3996 -1.7472 -5.8269
H -2.1187 -0.5202 -6.0470
H 2.8921 -2.1092 1.2450
H 3.6333 -0.4970 1.1530
H 2.6250 -0.7278 3.3343
H 1.0750 -1.2486 2.6220
```

Atomic partial charges in e from the Mulliken method, atoms 1 to 6:
1. C -1.112
2. C -0.439
3. S 1.143
4. O -0.692
5. O -0.686
6. N 0.145

# 3
This record from the OMol25 dataset describes a molecular structure, C16H24N3ORhS2 in a non-equilibrium geometry. The level of theory is ωB97M-V with the def2-TZVPD basis set.

Output
net charge: +2
HOMO-LUMO gap (alpha / beta): 5.97 / 5.37 eV
total energy: -1769.86687 Eh
lowest unoccupied orbital energy (alpha / beta): -8.27 / -8.86 eV
maximum force: 2.4 eV/Å
relative energy (zero: lowest compared OMol25 entry of this formula, charge and spin): 197.78 kJ/mol

```
47
C16H24N3ORhS2, DFT ωB97M-V with the def2-TZVPD basis set
Rh -0.8347 0.5925 -0.4416
S -5.0897 -0.6845 0.4421
C -5.1892 0.9840 0.0274
C -3.9899 1.5177 -0.3589
C -2.9392 0.5832 -0.3251
C -3.3976 -0.6891 0.0812
C -2.5388 -1.8355 0.1967
C -2.9781 -3.1219 0.5446
C -2.0504 -4.1343 0.6915
C -0.7052 -3.8621 0.4684
C -0.3470 -2.5814 0.0771
N -1.2301 -1.6049 -0.0447
H -6.1412 1.4814 0.0773
H -3.8764 2.5431 -0.6627
H -4.0314 -3.2998 0.6988
H -2.3650 -5.1237 0.9844
H 0.0487 -4.6218 0.5896
H 0.6799 -2.3325 -0.1569
C -0.4889 -0.4029 -4.8491
C -0.3647 -0.7271 -3.3745
O 0.0373 0.4271 -2.6037
H -0.7933 -1.2916 -5.3926
H 0.4658 -0.0765 -5.2555
H -1.2389 0.3668 -5.0178
H 0.3983 -1.4936 -3.2080
H -1.3233 -1.0875 -2.9801
H -0.0514 1.1946 -3.1896
C 1.7032 -0.3496 3.2489
N 2.4236 0.4772 2.2998
C 3.7982 0.0788 2.0566
C 1.7663 1.3854 1.5833
S 0.0066 1.2969 1.5832
N 2.3369 2.4058 0.9462
C 3.6378 2.9490 1.2929
C 1.5756 3.2238 0.0235
H 2.4097 -0.7885 3.9519
H 1.1656 -1.1603 2.7468
H 0.9899 0.2518 3.8118
H 3.8424 -1.0091 1.9742
H 4.4521 0.3772 2.8774
H 4.1707 0.4895 1.1245
H 3.9617 2.5989 2.2685
H 3.5539 4.0348 1.3273
H 4.3844 2.6927 0.5403
H 0.9401 2.6075 -0.6360
H 2.2728 3.7811 -0.5999
H 0.9429 3.9373 0.5606
```

Atomic partial charges in e from the Mulliken method, atoms 1 to 6:
1. Rh -0.008
2. S -0.096
3. C -0.389
4. C -0.304
5. C 0.206
6. C -0.121